(1)
Computed, not measured: a 2-piece molecular cluster, C2H3IN4 overall in a non-equilibrium geometry, with the ωB97M-V functional and the def2-TZVPD basis.

CARTESIAN COORDINATES (ANGSTROEM)
C: 0.36 -1.11 -0.83
C: -0.21 -0.42 1.09
N: 0.40 -1.40 0.53
N: -0.16 0.08 -1.08
N: -0.48 0.60 0.12
N: -0.92 1.76 0.32
I: -4.21 -0.13 -0.03
H: 0.64 -1.82 -1.46
H: -0.44 -0.19 2.21
H: -0.97 2.43 -0.52

Calculated values
- 2S+1: 1
- Energy above the lowest of the compared OMol25 structures with the same formula, charge and spin: 38.3 kcal/mol
- Total charge: 0

---

(2)
Computed, not measured: an isolated ion of composition C2H3INO2 and charge +1 in a non-equilibrium geometry, with the ωB97M-V functional and the def2-TZVPD basis.

CARTESIAN COORDINATES (ANGSTROEM)
C: -1.15 0.16 -0.11
N: 0.16 0.38 0.37
O: 0.44 1.32 1.02
C: 1.19 -0.45 -0.04
O: 0.87 -1.75 -0.71
I: 3.18 0.00 0.05
H: -1.85 0.93 0.25
H: -1.61 -0.71 0.34
H: -1.24 0.11 -1.18

Calculated values
- SMILES: C[N+](=O)C(=O)I
- 2S+1: 1
- Energy above the lowest of the compared OMol25 structures with the same formula, charge and spin: 83.8 kcal/mol
- Total charge: +1